[1]
DFT (ωB97M-V with the def2-TZVPD basis set) results for C23H23MgN5OS2 as an isolated structure.

The geometry in ORCA input format:
```
! wB97M-V def2-TZVPD RIJCOSX def2/J DEFGRID3
* xyz 0 1
Mg -0.0843 -0.0991 -0.3617
C 1.0855 -5.0698 -3.3621
S 0.4222 -3.5126 -4.0455
C 0.5381 -2.5043 -2.6858
S 0.2032 -0.8832 -2.9062
N 0.6763 -3.0754 -1.4886
N 0.4539 -2.1916 -0.5041
C 0.2893 -2.8640 0.7165
C 0.5121 -2.0977 1.9014
C 0.9112 -2.6743 3.1243
C 1.3544 -1.8599 4.1076
C 1.1810 -0.4442 4.0096
C 0.7879 0.0957 2.7956
N 0.5635 -0.7118 1.7535
H 0.4843 -5.6467 -2.6733
H 1.3256 -5.6851 -4.2468
H 2.0416 -4.9541 -3.0243
H 0.5312 -3.9206 0.7758
H 0.9128 -3.7596 3.2700
H 1.8687 -2.3234 4.9610
H 1.2308 0.0784 4.9114
H 0.5866 1.2494 2.5335
C -2.2404 5.1023 1.5951
C -1.1448 5.5319 0.7817
C -0.3944 4.5851 0.0887
C -0.8147 3.1841 0.1301
C -1.8735 2.8132 0.9539
C -2.5629 3.7963 1.6633
N -0.0192 2.1833 -0.4162
N 0.9283 2.6929 -1.2140
C 1.9838 1.9038 -1.5121
C 2.9964 2.6147 -2.2221
C 4.0915 1.9511 -2.6364
C 4.1392 0.5693 -2.4285
C 3.1326 -0.1600 -1.7397
C 2.0195 0.5120 -1.3068
H -2.6848 5.7935 2.3033
H -1.0180 6.6236 0.7408
H 0.4790 4.7716 -0.4820
H -2.1083 1.7417 0.9047
H -3.4855 3.4918 2.2733
H 2.7572 3.6540 -2.4556
H 4.8201 2.3870 -3.2307
H 4.9731 0.0915 -2.9259
H 3.3275 -1.2691 -1.6831
C -3.7032 -1.4701 -0.9070
C -2.9483 -0.9300 0.2782
C -3.5745 -1.0475 1.6381
O -1.9027 -0.2687 0.0804
H -3.5381 -2.5671 -1.0310
H -3.3507 -0.9363 -1.8347
H -4.8054 -1.4771 -0.8240
H -4.2563 -1.9563 1.7205
H -4.2757 -0.1920 1.7104
H -2.8226 -0.8668 2.4257
*
```

Output
Largest force on an atom   5.33 eV/Å
Gap between HOMO and LUMO (spin up / spin down)   5.747 / 5.747 eV
HOMO (spin up / spin down)   -0.2400 / -0.2400 Ha

[2]
DFT (ωB97M-V with the def2-TZVPD basis set) results for C23H23N4O8PReS as an isolated structure.

The geometry in ORCA input format:
```
! wB97M-V def2-TZVPD RIJCOSX def2/J DEFGRID3
* xyz 0 2
Re -0.5858 1.4900 -0.5505
N 1.2851 3.2855 -1.7448
C 0.5788 4.5388 -1.8726
C -0.9402 4.4113 -1.6945
O -1.6324 5.3507 -2.0535
N -1.4269 3.2876 -1.1200
C -2.8578 3.2093 -1.0611
C -3.2857 1.7929 -1.5632
O -4.3846 1.6032 -2.0180
O -2.3700 0.9169 -1.3854
H 2.2871 3.4065 -1.6538
H 1.1138 2.6962 -2.5526
H 0.7166 5.0113 -2.8538
H 0.9316 5.2544 -1.1215
H -3.3394 3.9916 -1.6538
H -3.2096 3.2482 -0.0196
O 2.0122 0.5115 -0.9926
S 1.5070 0.2407 -2.3465
O 2.4107 0.5610 -3.4095
O 0.1842 0.9236 -2.4962
C 1.1277 -1.4927 -2.3523
C 1.4387 -2.3073 -3.4205
C 1.1376 -3.6581 -3.3474
C 0.5548 -4.1725 -2.1995
C 0.2429 -3.3429 -1.1344
C 0.5219 -1.9782 -1.2025
P 0.0520 -0.8187 0.1426
C 1.3987 -1.0065 1.3531
C 1.1328 -0.5776 2.6529
C 2.1162 -0.6505 3.6219
C 3.3711 -1.1452 3.3011
C 3.6387 -1.5679 2.0092
C 2.6587 -1.5013 1.0334
C -1.2880 -1.7950 0.9170
C -2.5739 -1.6362 0.4100
C -3.6211 -2.3861 0.9151
C -3.3946 -3.3039 1.9268
C -2.1170 -3.4661 2.4363
C -1.0654 -2.7199 1.9347
H 1.9092 -1.8684 -4.2864
H 1.3680 -4.3061 -4.1782
H 0.3252 -5.2262 -2.1372
H -0.2111 -3.7600 -0.2475
H 0.1510 -0.1995 2.9046
H 1.8967 -0.3232 4.6263
H 4.1419 -1.2022 4.0540
H 4.6150 -1.9517 1.7549
H 2.8793 -1.8223 0.0260
H -2.7470 -0.9194 -0.3791
H -4.6131 -2.2531 0.5124
H -4.2082 -3.8974 2.3145
H -1.9338 -4.1792 3.2259
H -0.0731 -2.8637 2.3386
N 1.0471 2.3257 0.8934
N 0.5266 2.3631 2.1949
C -0.8430 2.1396 2.3983
O -1.2959 2.2517 3.5118
O -1.4868 1.7846 1.3409
H 1.8291 1.6700 0.7961
H 1.3416 3.2438 0.5580
H 1.0549 2.7890 2.9440
*
```

Output
Largest force on an atom   3.92 eV/Å
Gap between HOMO and LUMO (spin up / spin down)   6.312 / 6.814 eV
HOMO (spin up / spin down)   -0.3145 / -0.3203 Ha

[3]
DFT (ωB97M-V with the def2-TZVPD basis set) results for C23H23N4STl as an isolated structure.

The geometry in ORCA input format:
```
! wB97M-V def2-TZVPD RIJCOSX def2/J DEFGRID3
* xyz 0 1
Tl -0.2036 -0.4174 1.9642
N -0.7551 3.5976 4.1823
C -0.2165 2.5984 3.4402
S -0.0529 1.0599 4.2142
N 0.1428 2.9500 2.2219
N 0.5720 1.9229 1.4609
C 1.2691 2.1837 0.4160
C 1.6470 3.5580 -0.0038
C 2.9830 3.9450 -0.0152
C 3.3382 5.2265 -0.4114
C 2.3593 6.1254 -0.8068
C 1.0245 5.7432 -0.7967
C 0.6681 4.4673 -0.3912
C 1.7226 1.0263 -0.3930
C 2.3672 1.1878 -1.6161
C 2.7954 0.0632 -2.3036
C 2.5598 -1.1926 -1.7705
C 1.8798 -1.2693 -0.5658
N 1.4874 -0.1944 0.1034
H -0.8326 3.4656 5.1740
H -0.6673 4.5327 3.8194
H 3.7464 3.2410 0.2947
H 4.3794 5.5219 -0.4092
H 2.6348 7.1243 -1.1191
H 0.2579 6.4446 -1.0999
H -0.3721 4.1708 -0.3600
H 2.5293 2.1787 -2.0139
H 3.3037 0.1713 -3.2531
H 2.8688 -2.0947 -2.2784
H 1.6300 -2.2270 -0.1223
C -4.2097 -1.1332 -0.0827
C -2.8266 -1.5644 0.4646
C -3.0531 -2.7532 1.4080
C -2.2716 -0.3797 1.2096
C -1.9359 -1.9151 -0.7241
C -1.4667 -3.1989 -0.9782
C -0.6949 -3.4690 -2.1051
C -0.3840 -2.4594 -2.9991
C -0.8343 -1.1684 -2.7498
C -1.5916 -0.9023 -1.6233
H -4.8747 -0.8703 0.7417
H -4.6604 -1.9534 -0.6447
H -4.1231 -0.2715 -0.7430
H -3.6887 -2.4413 2.2371
H -2.1107 -3.1138 1.8234
H -3.5516 -3.5797 0.8951
H -2.9180 -0.1150 2.0553
H -1.7045 -4.0097 -0.3031
H -0.3470 -4.4789 -2.2837
H 0.2062 -2.6725 -3.8816
H -0.5890 -0.3656 -3.4345
H -1.9263 0.1088 -1.4237
*
```

Output
Largest force on an atom   0.20 eV/Å
Gap between HOMO and LUMO (spin up / spin down)   6.928 / 6.550 eV
HOMO (spin up / spin down)   -0.2763 / -0.2467 Ha

[4]
DFT (ωB97M-V with the def2-TZVPD basis set) results for one molecule with the formula C23H23NO3.

The geometry in ORCA input format:
```
! wB97M-V def2-TZVPD RIJCOSX def2/J DEFGRID3
* xyz 0 1
C 2.8381 4.6187 -1.4217
C 2.3476 3.2388 -1.2011
C 1.0991 3.0646 -0.6224
C 0.6077 1.7773 -0.3586
C 1.1880 0.6302 -0.9210
C 0.3507 -0.6231 -0.8128
C 0.4081 -1.3719 0.4332
C 0.1011 -2.7443 0.5148
N -0.1332 -3.0664 1.8123
C -0.6816 -4.3317 2.2674
C 0.1516 -1.9631 2.6368
C -0.2695 -1.7533 3.9377
C -0.0731 -0.4771 4.4874
C 0.5107 0.5486 3.7132
C 0.8834 0.3218 2.3846
C 0.6207 -0.9019 1.8060
C -1.2844 -0.1437 -0.7833
C -2.1505 -0.2086 0.4809
C -1.5791 -1.3274 -1.7330
O -2.0821 -2.4091 -1.3826
C -1.2836 -1.0277 -3.1955
C -2.1645 0.0677 -3.6973
O -2.0611 1.2302 -2.8127
C -1.8431 1.1601 -1.4837
O -2.2135 2.1458 -0.8100
C 2.5124 0.7845 -1.4551
C 3.0603 2.0820 -1.5638
H 3.8134 4.6451 -1.8703
H 2.1581 5.1532 -2.0688
H 2.8735 5.1813 -0.4989
H 0.4513 3.9003 -0.3738
H -0.2928 1.6463 0.2635
H 0.5283 -1.2888 -1.6764
H -0.0424 -3.4741 -0.2718
H -1.0645 -4.2210 3.2914
H -1.5052 -4.6298 1.5978
H 0.0718 -5.1393 2.2591
H -0.7865 -2.5584 4.4789
H -0.3810 -0.2702 5.5206
H 0.6566 1.5294 4.1559
H 1.4446 1.0684 1.8236
H -2.9570 0.6004 0.4082
H -2.6913 -1.1808 0.4832
H -1.5898 -0.0473 1.4641
H -0.2483 -0.6723 -3.2020
H -1.4044 -1.9277 -3.7964
H -1.8177 0.4616 -4.6584
H -3.2310 -0.1935 -3.7994
H 3.0962 -0.1042 -1.7646
H 4.0577 2.2005 -1.9852
*
```

Output
SMILES   Cc1ccc([C@@H](c2cn(C)c3ccccc23)[C@]2(C)C(=O)CCOC2=O)cc1
Largest force on an atom   3.63 eV/Å
Gap between HOMO and LUMO   8.134 eV
HOMO   -0.2772 Ha

Copy entry 2 word for word.
DFT (ωB97M-V with the def2-TZVPD basis set) results for C23H23N4O8PReS as an isolated structure.

The geometry in ORCA input format:
```
! wB97M-V def2-TZVPD RIJCOSX def2/J DEFGRID3
* xyz 0 2
Re -0.5858 1.4900 -0.5505
N 1.2851 3.2855 -1.7448
C 0.5788 4.5388 -1.8726
C -0.9402 4.4113 -1.6945
O -1.6324 5.3507 -2.0535
N -1.4269 3.2876 -1.1200
C -2.8578 3.2093 -1.0611
C -3.2857 1.7929 -1.5632
O -4.3846 1.6032 -2.0180
O -2.3700 0.9169 -1.3854
H 2.2871 3.4065 -1.6538
H 1.1138 2.6962 -2.5526
H 0.7166 5.0113 -2.8538
H 0.9316 5.2544 -1.1215
H -3.3394 3.9916 -1.6538
H -3.2096 3.2482 -0.0196
O 2.0122 0.5115 -0.9926
S 1.5070 0.2407 -2.3465
O 2.4107 0.5610 -3.4095
O 0.1842 0.9236 -2.4962
C 1.1277 -1.4927 -2.3523
C 1.4387 -2.3073 -3.4205
C 1.1376 -3.6581 -3.3474
C 0.5548 -4.1725 -2.1995
C 0.2429 -3.3429 -1.1344
C 0.5219 -1.9782 -1.2025
P 0.0520 -0.8187 0.1426
C 1.3987 -1.0065 1.3531
C 1.1328 -0.5776 2.6529
C 2.1162 -0.6505 3.6219
C 3.3711 -1.1452 3.3011
C 3.6387 -1.5679 2.0092
C 2.6587 -1.5013 1.0334
C -1.2880 -1.7950 0.9170
C -2.5739 -1.6362 0.4100
C -3.6211 -2.3861 0.9151
C -3.3946 -3.3039 1.9268
C -2.1170 -3.4661 2.4363
C -1.0654 -2.7199 1.9347
H 1.9092 -1.8684 -4.2864
H 1.3680 -4.3061 -4.1782
H 0.3252 -5.2262 -2.1372
H -0.2111 -3.7600 -0.2475
H 0.1510 -0.1995 2.9046
H 1.8967 -0.3232 4.6263
H 4.1419 -1.2022 4.0540
H 4.6150 -1.9517 1.7549
H 2.8793 -1.8223 0.0260
H -2.7470 -0.9194 -0.3791
H -4.6131 -2.2531 0.5124
H -4.2082 -3.8974 2.3145
H -1.9338 -4.1792 3.2259
H -0.0731 -2.8637 2.3386
N 1.0471 2.3257 0.8934
N 0.5266 2.3631 2.1949
C -0.8430 2.1396 2.3983
O -1.2959 2.2517 3.5118
O -1.4868 1.7846 1.3409
H 1.8291 1.6700 0.7961
H 1.3416 3.2438 0.5580
H 1.0549 2.7890 2.9440
*
```

Output
Largest force on an atom   3.92 eV/Å
Gap between HOMO and LUMO (spin up / spin down)   6.312 / 6.814 eV
HOMO (spin up / spin down)   -0.3145 / -0.3203 Ha

largest force on an atom of number 4 (C23H23NO3)?
3.63 eV/Å

What is the largest force on an atom in the first record?
5.33 eV/Å

What is the formula in the second record?
C23H23N4O8PReS